Entry 1:
{
  "formula": "H4O2",
  "method": "ωB97M-V with the def2-TZVPD basis set",
  "relative_energy_kcal_mol": 8.62,
  "multiplicity": 1,
  "smiles": "O.O",
  "total_charge": 0,
  "elements": ["O", "H", "H", "O", "H", "H"],
  "coordinates": [[0.982000, 0.769333, -0.945833], [0.448000, 0.254333, -1.620833], [1.896000, 0.687333, -1.173833], [-0.962000, -0.759667, 1.418167], [-1.861000, -0.654667, 1.583167], [-0.503000, -0.296667, 0.739167]],
  "forces_ev_per_angstrom": [[-2.2, -0.8, -0.7], [1.3, 1.0, 1.1], [0.8, -0.2, -0.4], [2.5, -1.9, 1.2], [-2.0, 1.0, -0.4], [-0.4, 1.0, -0.8]]
}

---

Entry 2:
{
  "formula": "H4O2",
  "method": "ωB97M-V with the def2-TZVPD basis set",
  "relative_energy_kcal_mol": 3.13,
  "multiplicity": 1,
  "smiles": "O.O",
  "total_charge": 0,
  "elements": ["O", "H", "H", "O", "H", "H"],
  "coordinates": [[1.754153, 0.539107, 0.582600], [0.809100, 0.438361, 0.453513], [2.146959, -0.334713, 0.622751], [-1.600528, -0.508394, -0.540764], [-1.380420, 0.225320, -1.114900], [-2.539981, -0.370237, -0.374171]],
  "forces_ev_per_angstrom": [[0.3, 0.5, 0.0], [-0.1, -0.4, 0.0], [-0.2, -0.2, 0.0], [-0.2, 0.0, 0.1], [0.2, 0.2, -0.3], [0.1, -0.2, 0.1]]
}

---

Entry 3:
{
  "formula": "H4O2",
  "method": "ωB97M-V with the def2-TZVPD basis set",
  "relative_energy_kcal_mol": 3.74,
  "multiplicity": 1,
  "smiles": "O.O",
  "total_charge": 0,
  "elements": ["O", "H", "H", "O", "H", "H"],
  "coordinates": [[1.111012, -0.121510, 0.044883], [1.458440, 0.673485, -0.433401], [1.746210, -0.801813, 0.052243], [-1.678689, -0.222304, -0.079483], [-1.935867, 0.549373, 0.474476], [-0.701107, -0.077230, -0.058720]],
  "forces_ev_per_angstrom": [[-0.9, 2.6, -0.5], [-0.2, -1.4, 0.6], [1.3, -1.1, -0.2], [0.8, 1.5, 0.8], [-0.3, -0.9, -0.5], [-0.7, -0.8, -0.2]]
}

---

Entry 4:
{
  "formula": "H4O2",
  "method": "ωB97M-V with the def2-TZVPD basis set",
  "relative_energy_kcal_mol": 3.95,
  "multiplicity": 1,
  "smiles": "O.O",
  "total_charge": 0,
  "elements": ["O", "H", "H", "O", "H", "H"],
  "coordinates": [[1.344043, -0.142388, -0.108317], [2.150702, -0.580346, 0.133398], [1.508783, 0.788223, 0.009428], [-2.026532, -0.156946, -0.075737], [-1.710802, 0.760734, 0.009847], [-1.266193, -0.669278, 0.031382]],
  "forces_ev_per_angstrom": [[-0.8, -0.2, -0.2], [0.6, -0.3, 0.2], [0.1, 0.5, 0.1], [-1.7, 2.0, -0.2], [-0.3, -0.6, -0.1], [2.0, -1.3, 0.2]]
}

---

Entry 5:
{
  "formula": "H4O2",
  "method": "ωB97M-V with the def2-TZVPD basis set",
  "relative_energy_kcal_mol": 4.31,
  "multiplicity": 1,
  "smiles": "O.O",
  "total_charge": 0,
  "elements": ["O", "H", "H", "O", "H", "H"],
  "coordinates": [[0.111703, 1.593572, -0.638270], [-0.826948, 1.512296, -0.800916], [0.239524, 0.702203, -0.232941], [0.052795, -1.056645, 0.336929], [-0.474336, -1.296514, 1.107584], [0.897262, -1.454912, 0.227613]],
  "forces_ev_per_angstrom": [[0.1, -1.0, 0.5], [-0.4, 0.5, -0.3], [0.3, 0.8, -0.2], [-1.5, 1.1, -0.5], [0.9, -0.4, -0.1], [0.7, -0.9, 0.6]]
}

---

Entry 6:
{
  "formula": "H4O2",
  "method": "ωB97M-V with the def2-TZVPD basis set",
  "relative_energy_kcal_mol": 3.13,
  "multiplicity": 1,
  "smiles": "O.O",
  "total_charge": 0,
  "elements": ["O", "H", "H", "O", "H", "H"],
  "coordinates": [[-1.470885, -0.097428, -0.081465], [-0.635624, -0.132411, 0.412722], [-1.927375, 0.708094, 0.254383], [1.323623, -0.001028, 0.048201], [2.040852, -0.632256, -0.101560], [1.700243, 0.844219, -0.299436]],
  "forces_ev_per_angstrom": [[-0.5, 0.9, 0.6], [-0.2, 0.0, -0.4], [0.5, -1.0, -0.4], [1.1, 0.9, -0.4], [-0.3, 0.0, 0.1], [-0.6, -1.0, 0.4]]
}

---

E_tot? In order: -4159.5650, -4159.8033, -4159.7766, -4159.7678, -4159.7522, -4159.8031 eV.
Molar mass? In order: 36.030, 36.030, 36.030, 36.030, 36.030, 36.030 g/mol.
HOMO-LUMO gap? In order: 0.441, 0.445, 0.417, 0.436, 0.419, 0.423 Eh.